Below is 11 unconnected molecules or ions with the total composition C60H151N9O20, with properties calculated with wB97M-V/def2-TZVPD.

Each atom is followed by the atoms it is bonded to, with distances in Å.
Geometry (Å):
1 C -5.259 5.372 -1.634  C2 1.536, H5 1.061, H6 1.127, H7 1.075
2 C -4.806 3.951 -1.270  C1 1.536, C3 1.484, O4 1.448, H8 1.113
3 C -3.566 3.556 -1.983  C2 1.484, H9 1.121, H10 1.142, H11 1.108
4 O -4.678 3.921 0.172  C2 1.448, H12 0.991
5 H -4.522 6.110 -1.443  C1 1.061
6 H -6.165 5.684 -1.040  C1 1.127
7 H -5.599 5.390 -2.654  C1 1.075
8 H -5.581 3.262 -1.672  C2 1.113
9 H -3.741 3.743 -3.074  C3 1.121
10 H -3.390 2.440 -1.817  C3 1.142
11 H -2.720 4.179 -1.630  C3 1.108
12 H -3.703 4.057 0.279  O4 0.991
13 C 0.973 1.318 -1.489  C14 1.518, H17 1.117, H18 1.054, H19 1.132
14 C 0.300 0.127 -0.833  C13 1.518, C15 1.514, O16 1.410, H20 1.144
15 C 1.030 -0.300 0.423  C14 1.514, H21 1.058, H22 1.101, H23 1.054
16 O -1.016 0.545 -0.543  C14 1.410, H24 0.999
17 H 1.013 2.201 -0.807  C13 1.117
18 H 0.477 1.649 -2.359  C13 1.054
19 H 2.008 1.064 -1.872  C13 1.132
20 H 0.262 -0.779 -1.530  C14 1.144
21 H 0.997 0.497 1.117  C15 1.058
22 H 2.088 -0.368 0.126  C15 1.101
23 H 0.705 -1.191 0.882  C15 1.054
24 H -1.577 -0.282 -0.556  O16 0.999
25 C -2.035 -0.182 -4.188  O26 1.451, H34 1.059, H35 1.134, H36 1.114
26 O -0.778 -0.891 -4.331  C25 1.451, C27 1.400
27 C 0.066 -0.352 -5.310  O26 1.400, C28 1.482, H37 1.113, H38 1.129
28 C 1.431 -0.926 -5.236  C27 1.482, N29 1.484, H39 1.114, H40 1.063
29 N 1.965 -0.745 -3.863  C28 1.484, C30 1.475, H41 1.030
30 C 3.038 -1.722 -3.603  N29 1.475, C31 1.559, H42 1.125, H43 1.088
31 C 3.292 -2.054 -2.101  C30 1.559, O32 1.429, H44 1.131, H45 1.128
32 O 2.064 -2.663 -1.699  C31 1.429, C33 1.401
33 C 2.241 -3.580 -0.655  O32 1.401, H46 1.099, H47 1.079, H48 1.088
34 H -2.572 -0.567 -3.361  C25 1.059
35 H -2.743 -0.215 -5.072  C25 1.134
36 H -1.905 0.917 -4.052  C25 1.114
37 H 0.150 0.739 -5.108  C27 1.113
38 H -0.382 -0.362 -6.346  C27 1.129
39 H 1.999 -0.285 -5.949  C28 1.114
40 H 1.458 -1.963 -5.463  C28 1.063
41 H 1.198 -0.971 -3.215  N29 1.030
42 H 4.000 -1.300 -4.006  C30 1.125
43 H 2.880 -2.647 -4.154  C30 1.088
44 H 3.508 -1.100 -1.533  C31 1.131
45 H 4.163 -2.767 -2.029  C31 1.128
46 H 1.287 -4.060 -0.399  C33 1.099
47 H 2.598 -3.140 0.264  C33 1.079
48 H 2.873 -4.379 -1.036  C33 1.088
49 C 1.725 0.445 4.176  O50 1.427, H58 1.069, H59 1.101, H60 1.104
50 O 0.731 -0.520 4.521  C49 1.427, C51 1.441
51 C 0.380 -0.289 5.899  O50 1.441, C52 1.528, H61 1.112, H62 1.096
52 C -0.792 -1.230 6.170  C51 1.528, N53 1.479, H63 1.106, H64 1.130
53 N -0.460 -2.646 6.441  C52 1.479, C54 1.417, H65 1.041
54 C -1.579 -3.512 6.367  N53 1.417, C55 1.524, H66 1.084, H67 1.112
55 C -1.133 -4.874 6.885  C54 1.524, O56 1.383, H68 1.115, H69 1.099
56 O -0.904 -4.892 8.249  C55 1.383, C57 1.458
57 C -0.467 -6.203 8.715  O56 1.458, H70 1.119, H71 1.103, H72 1.062
58 H 1.399 1.371 4.600  C49 1.069
59 H 1.802 0.497 3.079  C49 1.101
60 H 2.689 0.181 4.644  C49 1.104
61 H 0.179 0.804 5.946  C51 1.112
62 H 1.255 -0.518 6.518  C51 1.096
63 H -1.513 -1.191 5.332  C52 1.106
64 H -1.372 -0.905 7.084  C52 1.130
65 H 0.320 -3.011 5.856  N53 1.041
66 H -2.018 -3.662 5.388  C54 1.084
67 H -2.373 -3.193 7.078  C54 1.112
68 H -0.200 -5.062 6.303  C55 1.115
69 H -1.831 -5.622 6.487  C55 1.099
70 H 0.581 -6.457 8.418  C57 1.119
71 H -1.179 -6.951 8.327  C57 1.103
72 H -0.444 -6.113 9.773  C57 1.062
73 C -4.411 -2.761 2.680  O74 1.439, H82 1.130, H83 1.062, H84 1.106
74 O -3.589 -1.619 2.373  C73 1.439, C75 1.434
75 C -2.180 -1.881 2.317  O74 1.434, C76 1.536, H85 1.137, H86 1.078
76 C -1.817 -2.683 1.057  C75 1.536, N77 1.473, H87 1.078, H88 1.113
77 N -2.316 -2.011 -0.155  C76 1.473, C78 1.494, H89 1.019
78 C -2.486 -3.010 -1.253  N77 1.494, C79 1.543, H90 1.087, H91 1.110
79 C -1.190 -3.483 -1.944  C78 1.543, O80 1.428, H92 1.085, H93 1.058
80 O -1.640 -4.351 -2.985  C79 1.428, C81 1.414
81 C -0.614 -4.572 -3.933  O80 1.414, H94 1.106, H95 1.114, H96 1.103
82 H -4.580 -2.870 3.792  C73 1.130
83 H -4.013 -3.659 2.279  C73 1.062
84 H -5.403 -2.673 2.198  C73 1.106
85 H -1.898 -2.472 3.246  C75 1.137
86 H -1.764 -0.887 2.336  C75 1.078
87 H -2.192 -3.693 1.082  C76 1.078
88 H -0.707 -2.734 1.001  C76 1.113
89 H -3.207 -1.553 0.036  N77 1.019
90 H -3.069 -2.567 -2.056  C78 1.087
91 H -2.982 -3.918 -0.851  C78 1.110
92 H -0.500 -4.004 -1.289  C79 1.085
93 H -0.696 -2.660 -2.389  C79 1.058
94 H 0.097 -5.226 -3.395  C81 1.106
95 H -0.201 -3.664 -4.430  C81 1.114
96 H -1.023 -5.123 -4.796  C81 1.103
97 C 4.588 -7.809 1.904  O98 1.416, H106 1.112, H107 1.101, H108 1.117
98 O 4.927 -6.772 1.001  C97 1.416, C99 1.456
99 C 6.356 -6.732 0.724  O98 1.456, C100 1.543, H109 1.107, H110 1.073
100 C 6.529 -5.828 -0.513  C99 1.543, N101 1.441, H111 1.086, H112 1.133
101 N 6.128 -4.452 -0.368  C100 1.441, C102 1.446, H113 1.016
102 C 7.084 -3.704 0.417  N101 1.446, C103 1.515, H114 1.147, H115 1.114
103 C 6.642 -2.263 0.256  C102 1.515, O104 1.415, H116 1.120, H117 1.131
104 O 5.325 -2.140 0.760  C103 1.415, C105 1.458
105 C 4.947 -0.736 0.854  O104 1.458, H118 1.093, H119 1.089, H120 1.075
106 H 3.526 -7.724 2.220  C97 1.112
107 H 5.292 -7.627 2.732  C97 1.101
108 H 4.696 -8.841 1.492  C97 1.117
109 H 6.723 -7.751 0.495  C99 1.107
110 H 6.869 -6.416 1.612  C99 1.073
111 H 5.826 -6.329 -1.174  C100 1.086
112 H 7.592 -5.920 -0.896  C100 1.133
113 H 5.171 -4.419 -0.028  N101 1.016
114 H 8.062 -3.949 -0.129  C102 1.147
115 H 7.139 -4.002 1.489  C102 1.114
116 H 6.720 -1.966 -0.821  C103 1.120
117 H 7.346 -1.614 0.857  C103 1.131
118 H 4.035 -0.742 1.457  C105 1.093
119 H 4.782 -0.189 -0.073  C105 1.089
120 H 5.633 -0.132 1.420  C105 1.075
121 C -0.225 4.291 -3.687  O122 1.438, H130 1.071, H131 1.061, H132 1.116
122 O 0.808 3.541 -4.350  C121 1.438, C123 1.409
123 C 2.064 3.550 -3.712  O122 1.409, C124 1.518, H133 1.117, H134 1.054
124 C 3.008 2.707 -4.550  C123 1.518, N125 1.505, H135 1.130, H136 1.088
125 N 3.389 3.411 -5.824  C124 1.505, C126 1.415, H137 1.014
126 C 4.695 3.101 -6.271  N125 1.415, C127 1.502, H138 1.088, H139 1.098
127 C 4.866 1.648 -6.613  C126 1.502, O128 1.375, H140 1.052, H141 1.096
128 O 3.951 1.482 -7.626  C127 1.375, C129 1.392
129 C 4.076 0.318 -8.378  O128 1.392, H142 1.086, H143 1.091, H144 1.106
130 H -1.123 4.113 -4.245  C121 1.071
131 H 0.022 5.322 -3.704  C121 1.061
132 H -0.465 3.963 -2.648  C121 1.116
133 H 1.842 3.249 -2.660  C123 1.117
134 H 2.418 4.543 -3.740  C123 1.054
135 H 2.541 1.683 -4.655  C124 1.130
136 H 3.955 2.626 -4.019  C124 1.088
137 H 2.729 3.148 -6.547  N125 1.014
138 H 5.407 3.323 -5.479  C126 1.088
139 H 4.871 3.680 -7.187  C126 1.098
140 H 4.620 1.068 -5.771  C127 1.052
141 H 5.873 1.449 -7.000  C127 1.096
142 H 4.263 -0.546 -7.748  C129 1.086
143 H 4.954 0.400 -9.020  C129 1.091
144 H 3.142 0.128 -8.939  C129 1.106
145 C -1.896 9.823 -2.653  O146 1.426, H154 1.089, H155 1.083, H156 1.104
146 O -1.033 8.688 -2.626  C145 1.426, C147 1.387
147 C -0.825 8.147 -1.366  O146 1.387, C148 1.535, H157 1.104, H158 1.057
148 C 0.368 8.841 -0.695  C147 1.535, N149 1.485, H159 1.164, H160 1.099
149 N 1.555 9.229 -1.499  C148 1.485, C150 1.471, H161 1.035
150 C 2.111 8.200 -2.391  N149 1.471, C151 1.533, H162 1.113, H163 1.076
151 C 2.755 7.136 -1.495  C150 1.533, O152 1.429, H164 1.096, H165 1.118
152 O 1.715 6.333 -0.933  C151 1.429, C153 1.406
153 C 2.242 5.368 -0.055  O152 1.406, H166 1.077, H167 1.065, H168 1.093
154 H -2.078 10.127 -3.682  C145 1.089
155 H -1.449 10.685 -2.173  C145 1.083
156 H -2.807 9.595 -2.073  C145 1.104
157 H -0.589 7.070 -1.423  C147 1.104
158 H -1.592 8.322 -0.660  C147 1.057
159 H 0.694 8.197 0.218  C148 1.164
160 H -0.014 9.807 -0.337  C148 1.099
161 H 1.154 10.055 -1.976  N149 1.035
162 H 2.745 8.681 -3.169  C150 1.113
163 H 1.414 7.703 -3.044  C150 1.076
164 H 3.304 7.676 -0.715  C151 1.096
165 H 3.407 6.418 -2.052  C151 1.118
166 H 2.830 5.768 0.754  C153 1.077
167 H 2.799 4.696 -0.664  C153 1.065
168 H 1.374 4.909 0.426  C153 1.093
169 C 1.798 -6.714 5.233  O170 1.402, H178 1.120, H179 1.087, H180 1.078
170 O 0.672 -6.464 4.435  C169 1.402, C171 1.383
171 C 0.837 -6.545 3.064  O170 1.383, C172 1.510, H181 1.116, H182 1.138
172 C 1.768 -5.498 2.502  C171 1.510, N173 1.429, H183 1.084, H184 1.144
173 N 1.452 -4.185 2.969  C172 1.429, C174 1.455, H185 1.037
174 C 2.448 -3.135 3.119  N173 1.455, C175 1.552, H186 1.090, H187 1.085
175 C 3.574 -3.286 4.175  C174 1.552, O176 1.382, H188 1.096, H189 1.060
176 O 2.974 -3.096 5.406  C175 1.382, C177 1.386
177 C 3.682 -3.561 6.503  O176 1.386, H190 1.098, H191 1.100, H192 1.093
178 H 1.396 -6.630 6.276  C169 1.120
179 H 2.605 -5.987 5.273  C169 1.087
180 H 2.136 -7.701 4.963  C169 1.078
181 H -0.185 -6.448 2.628  C171 1.116
182 H 1.229 -7.575 2.783  C171 1.138
183 H 1.767 -5.600 1.423  C172 1.084
184 H 2.810 -5.871 2.789  C172 1.144
185 H 0.883 -4.143 3.835  N173 1.037
186 H 1.879 -2.228 3.325  C174 1.090
187 H 3.046 -3.103 2.214  C174 1.085
188 H 4.341 -2.527 3.983  C175 1.096
189 H 3.872 -4.298 4.061  C175 1.060
190 H 3.206 -3.230 7.435  C177 1.098
191 H 4.699 -3.150 6.426  C177 1.100
192 H 3.697 -4.651 6.427  C177 1.093
193 C -7.235 0.147 1.537  O194 1.413, H202 1.104, H203 1.096, H204 1.069
194 O -6.959 -0.111 0.176  C193 1.413, C195 1.434
195 C -5.792 0.610 -0.245  O194 1.434, C196 1.503, H205 1.127, H206 1.130
196 C -5.554 0.285 -1.692  C195 1.503, N197 1.551, H207 1.122, H208 1.077
197 N -5.415 -1.255 -1.815  C196 1.551, C198 1.477, H209 1.028
198 C -5.401 -1.664 -3.234  N197 1.477, C199 1.532, H210 1.087, H211 1.070
199 C -6.746 -1.541 -3.957  C198 1.532, O200 1.365, H212 1.154, H213 1.114
200 O -7.705 -2.358 -3.431  C199 1.365, C201 1.439
201 C -8.959 -2.307 -4.136  O200 1.439, H214 1.097, H215 1.124, H216 1.101
202 H -7.423 1.223 1.697  C193 1.104
203 H -6.367 -0.097 2.159  C193 1.096
204 H -8.117 -0.357 1.870  C193 1.069
205 H -4.855 0.332 0.316  C195 1.127
206 H -5.876 1.729 -0.113  C195 1.130
207 H -4.516 0.583 -1.997  C196 1.122
208 H -6.359 0.707 -2.269  C196 1.077
209 H -6.261 -1.582 -1.329  N197 1.028
210 H -5.194 -2.722 -3.375  C198 1.087
211 H -4.667 -1.099 -3.771  C198 1.070
212 H -6.493 -1.856 -5.037  C199 1.154
213 H -7.197 -0.524 -3.907  C199 1.114
214 H -9.582 -3.081 -3.671  C201 1.097
215 H -8.832 -2.624 -5.207  C201 1.124
216 H -9.405 -1.302 -4.162  C201 1.101
217 C -4.582 6.967 2.580  O218 1.406, H226 1.091, H227 1.097, H228 1.150
218 O -3.232 6.585 2.681  C217 1.406, C219 1.419
219 C -2.481 6.772 1.492  O218 1.419, C220 1.492, H229 1.104, H230 1.106
220 C -1.272 5.899 1.557  C219 1.492, N221 1.452, H231 1.102, H232 1.130
221 N -1.658 4.504 1.669  C220 1.452, C222 1.450, H233 1.026
222 C -0.615 3.540 1.963  N221 1.450, C223 1.502, H234 1.093, H235 1.085
223 C -1.190 2.212 2.362  C222 1.502, O224 1.439, H236 1.092, H237 1.099
224 O -1.992 2.488 3.525  C223 1.439, C225 1.463
225 C -2.485 1.230 4.086  O224 1.463, H238 1.095, H239 1.092, H240 1.120
226 H -5.226 6.260 2.055  C217 1.091
227 H -4.725 7.941 2.097  C217 1.097
228 H -4.943 6.977 3.673  C217 1.150
229 H -2.265 7.847 1.359  C219 1.104
230 H -2.994 6.403 0.584  C219 1.106
231 H -0.616 6.224 2.381  C220 1.102
232 H -0.659 6.012 0.615  C220 1.130
233 H -2.345 4.403 2.424  N221 1.026
234 H -0.064 3.809 2.868  C222 1.093
235 H 0.034 3.427 1.101  C222 1.085
236 H -0.391 1.502 2.586  C223 1.092
237 H -1.797 1.814 1.536  C223 1.099
238 H -2.837 1.490 5.090  C225 1.095
239 H -1.659 0.517 4.108  C225 1.092
240 H -3.230 0.752 3.400  C225 1.120

Properties
- SMILES = COCCNCCOC.COCCNCCOC.COCCNCCOC.COCCNCCOC.COCCNCCOC.COCCNCCOC.COCCNCCOC.COCCNCCOC.COCCNCCOC.CC(C)O.CC(C)O
- E (Ha) = -4373.7146
- Kohn-Sham gap (eV) = 8.9
- HOMO (Ha) = -0.30813
- ΔE to the lowest compared entry with this formula, charge and spin (kcal/mol) = 2.8